A.
Entry from OMol25: a 2-piece molecular cluster, C2H3N2O overall (ωB97M-V/def2-TZVPD).

The value obtained for the LUMO energy is -5.579 eV. The charge is +1. The highest occupied orbital energy is -19.4 eV.

Positions of all 8 atoms, in Å:
1 H 0.215 -0.275 0.998
2 N 3.459 -1.258 0.083
3 H 0.416 -0.492 -0.793
4 O 1.666 2.357 0.054
5 H -0.879 0.580 -0.132
6 N 2.777 -0.401 0.110
7 C 1.056 1.429 0.043
8 C 0.135 0.185 0.009

Here are the Löwdin charges for atoms 1 to 6, given in e: H 0.1177; N 0.1502; H 0.1056; O 0.3911; H 0.1234; N 0.0499

***

B.
Entry from OMol25: an isolated ion of composition C2H3N2O and charge +1 (ωB97M-V/def2-TZVPD).

The value obtained for the LUMO energy (alpha / beta) is -7.946 / -7.949 eV. The charge is +1. The highest occupied orbital energy (alpha / beta) is -18.0 / -18.0 eV.

Positions of all 8 atoms, in Å:
1 H -1.866 -0.852 -0.195
2 O 0.114 -1.073 0.073
3 C 1.282 -0.372 0.106
4 C -0.933 -0.292 -0.052
5 N 1.355 0.842 -0.060
6 H 2.159 -1.004 0.291
7 H -1.319 1.799 -0.152
8 N -0.793 0.951 -0.011

Here are the Löwdin charges for atoms 1 to 6, given in e: H 0.1950; O 0.1125; C -0.1816; C -0.1605; N 0.3838; H 0.1927

***

Q: What are the energies relative to the best structure? A: A 0.000; B 3.338, in eV.

***

A.
Entry from OMol25: one molecule with the formula C3H6INO (ωB97M-V/def2-TZVPD).

The value obtained for the LUMO energy is 0.547 eV. The SMILES is I[C@H]1CNOC1. The charge is 0. The highest occupied orbital energy is -9.1 eV.

Positions of all 12 atoms, in Å:
1 H -1.801 -0.314 0.224
2 I 3.037 -0.051 0.068
3 C 0.248 1.433 0.021
4 C 0.191 -0.866 0.835
5 H -0.213 1.836 -0.872
6 H 0.976 2.027 0.448
7 O -0.769 1.066 0.894
8 H 0.274 -1.935 0.649
9 H 0.706 -0.484 1.676
10 N -1.114 -0.263 0.866
11 H 0.845 -0.276 -1.392
12 C 0.978 0.024 -0.299

Here are the Löwdin charges for atoms 1 to 6, given in e: H 0.0784; I 0.8329; C -0.2238; C -0.2132; H 0.1136; H 0.0630

***

B.
Entry from OMol25: one molecule with the formula C3H6INO (ωB97M-V/def2-TZVPD).

The value obtained for the LUMO energy is -0.437 eV. The SMILES is OC1(NI)CC1. The charge is 0. The highest occupied orbital energy is -9.2 eV.

Positions of all 12 atoms, in Å:
1 O 0.618 1.540 0.318
2 H -1.305 -1.298 0.551
3 N -0.514 0.681 -1.589
4 H 1.052 -1.526 -0.868
5 I 0.743 1.221 -3.207
6 C 0.962 -0.799 -0.023
7 H -1.262 1.384 -1.490
8 C -0.478 -0.560 0.532
9 H 1.789 -0.721 0.754
10 C 0.122 0.432 -0.362
11 H -0.423 -0.184 1.562
12 H 1.017 2.014 -0.507

Here are the Löwdin charges for atoms 1 to 6, given in e: O -0.0356; H 0.1166; N -0.3734; H 0.1048; I 0.7295; C -0.0450

***

Q: What are the energies relative to the best structure? A: A 0.588; B 0.000, in eV.

***

A.
Entry from OMol25: a 2-piece molecular cluster, C9H16N2O2 overall (ωB97M-V/def2-TZVPD).

The value obtained for the LUMO energy is -0.412 eV. The SMILES is O=c1cc[nH]c(=O)[nH]1.CCCCC. The charge is 0. The highest occupied orbital energy is -9.4 eV.

Positions of all 29 atoms, in Å:
1 H 0.691 1.671 2.925
2 H -0.720 -0.566 2.382
3 H 2.994 -0.617 1.242
4 H 0.761 1.838 1.002
5 H -0.488 2.506 1.997
6 C -1.957 -0.915 0.199
7 H -3.577 -0.087 -1.312
8 C -0.890 0.560 1.817
9 H -1.372 -1.912 0.400
10 H 3.568 1.502 -0.089
11 C 1.262 -1.151 0.082
12 O 1.233 -2.044 0.957
13 H -1.816 1.024 2.516
14 O 1.063 -0.490 -3.434
15 C -1.148 0.292 0.467
16 H -2.895 -0.918 0.970
17 N 0.633 -1.136 -1.124
18 H -2.869 -1.761 -1.846
19 C 1.408 -0.247 -2.235
20 H -1.776 -0.656 -1.839
21 C 0.094 1.676 1.991
22 H 2.756 1.395 -2.433
23 C 2.723 0.761 -0.536
24 C -2.636 -0.857 -1.127
25 C 2.460 0.668 -1.879
26 H -0.345 0.217 -0.211
27 H -1.488 1.413 0.078
28 N 2.237 -0.240 0.437
29 H 0.093 -1.930 -1.394

Here are the Löwdin charges for atoms 1 to 6, given in e: H 0.0853; H 0.1739; H 0.2530; H 0.1041; H 0.0185; C -0.3185

***

B.
Entry from OMol25: a 3-piece molecular cluster, C9H16N2O2 overall (ωB97M-V/def2-TZVPD).

The value obtained for the LUMO energy is 0.107 eV. The charge is 0. The highest occupied orbital energy is -9.3 eV.

Positions of all 29 atoms, in Å:
1 C 4.067 -1.162 0.821
2 H 3.490 -2.179 1.012
3 C -3.279 -1.136 0.939
4 O -1.687 2.290 -0.999
5 H 5.327 0.484 -0.666
6 H 4.332 -0.757 1.680
7 H 1.924 1.538 0.794
8 C -3.075 0.152 1.523
9 C 3.358 -0.077 0.133
10 H 4.595 1.391 0.947
11 H 5.144 -1.395 0.456
12 H 4.104 -0.094 -2.144
13 H -3.416 -2.094 1.500
14 N -2.458 -0.103 -1.103
15 O -1.978 -2.251 -0.928
16 H -2.647 2.106 1.436
17 C 2.404 0.463 1.011
18 H -2.087 -0.227 -1.974
19 H 1.690 -0.273 1.259
20 C -2.333 1.179 -0.575
21 H 2.553 -1.793 -1.208
22 C -2.470 -1.216 -0.370
23 H 4.036 2.012 -0.639
24 C 4.452 1.103 -0.166
25 H 2.014 0.201 -1.612
26 N -2.847 1.186 0.805
27 H -3.513 0.232 2.573
28 C 2.891 -0.542 -1.330
29 H 2.821 0.374 2.168

Here are the Löwdin charges for atoms 1 to 6, given in e: C -0.1297; H 0.1361; C 0.0366; O -0.0435; H 0.0933; H -0.0001

***

Q: What are the energies relative to the best structure? A: A 0.000; B 0.842, in eV.